The following is a DFT calculation (ωB97M-V/def2-TZVPD) of the molecule C20H27NO4.

Geometry as XYZ:
```
52
Properties=species:S:1:pos:R:3:forces:R:3
C -5.852549 2.165249 1.720366 -0.021 0.022 -0.118
C -6.229695 1.581440 0.357789 -0.138 -0.115 0.118
C -5.539711 0.250332 0.144734 -0.451 0.259 -0.092
O -6.159659 -0.791698 0.188815 0.043 0.012 0.063
C -4.075497 0.262453 -0.079196 0.602 -0.278 -0.096
C -3.332761 1.400347 -0.376508 -0.205 -0.219 0.054
C -1.973797 1.290245 -0.580571 0.231 -0.224 -0.010
C -1.306484 0.070383 -0.491375 -0.244 0.205 -0.055
C -2.047078 -1.087546 -0.175588 0.096 -0.034 -0.011
C -3.412776 -0.963465 0.010972 -0.027 0.057 0.014
H -4.018853 -1.823842 0.246245 -0.013 -0.096 0.006
O -1.376976 -2.272903 -0.057915 0.109 0.482 -0.056
C -2.114366 -3.440270 0.221519 -0.112 -0.220 0.056
H -2.856065 -3.643223 -0.556440 0.013 0.018 0.037
H -2.611661 -3.377854 1.193954 0.000 0.003 -0.047
H -1.380611 -4.244514 0.241248 -0.099 0.015 0.013
O 0.036182 0.147856 -0.704473 -0.178 0.050 0.186
C 0.807706 -1.005080 -0.983829 0.462 -0.610 -0.096
C 2.205240 -0.604861 -1.470693 -0.655 0.160 0.054
O 3.070723 -1.439319 -1.623273 0.130 -0.385 0.067
N 2.344825 0.704325 -1.736541 -0.153 0.441 -0.023
H 1.570743 1.309636 -1.506198 0.024 -0.164 -0.008
C 3.619427 1.315487 -2.021674 0.252 0.202 -0.022
H 3.505861 2.000317 -2.868064 0.057 -0.092 0.011
H 4.299729 0.506873 -2.296281 -0.033 0.145 -0.044
C 4.176356 2.067331 -0.801431 0.079 -0.323 -0.228
C 4.400369 1.117554 0.347278 -0.010 0.297 -0.001
C 5.494740 0.372979 0.419113 0.064 -0.051 0.053
C 5.760897 -0.643435 1.484066 -0.032 -0.007 0.160
C 4.809555 -0.487877 2.666390 -0.038 -0.210 -0.145
C 3.389871 -0.285299 2.150922 0.011 0.238 0.212
C 3.309491 1.028161 1.379309 0.000 -0.279 0.104
H 2.331286 1.120104 0.901383 -0.010 0.089 0.004
H 3.409464 1.870889 2.073687 -0.097 0.045 -0.020
H 2.676713 -0.278765 2.978201 -0.035 -0.053 -0.033
H 3.133630 -1.109393 1.481980 -0.066 -0.085 -0.024
H 5.103152 0.379619 3.262067 0.014 0.019 0.069
H 4.862355 -1.370109 3.307372 0.035 0.044 0.050
H 6.799226 -0.566372 1.817943 -0.003 -0.064 -0.033
H 5.637760 -1.636797 1.039310 0.084 -0.062 0.043
H 6.253783 0.456516 -0.347687 0.057 0.097 -0.199
H 3.476426 2.853987 -0.509986 0.023 0.100 0.000
H 5.117091 2.535595 -1.095329 -0.013 0.089 -0.006
H 0.929717 -1.630267 -0.093515 0.025 0.132 -0.188
H 0.340708 -1.614665 -1.764995 0.081 0.094 0.096
H -1.384420 2.161721 -0.820859 0.083 0.073 -0.039
H -3.797712 2.367430 -0.474098 -0.076 0.113 0.027
H -7.306726 1.409150 0.321526 0.099 -0.040 -0.111
H -5.961856 2.276123 -0.438885 -0.014 0.021 -0.044
H -6.362240 3.113635 1.874088 -0.001 0.064 0.065
H -6.149471 1.482634 2.513233 -0.009 -0.027 0.101
H -4.779900 2.328388 1.792328 0.059 0.052 0.082
```
Positions in Å, forces in eV/Å.

Computed properties:
HOMO-LUMO gap in hartree: 0.329
Energy above the lowest of the compared OMol25 structures with the same formula, charge and spin in kcal/mol: 51.4
Net charge: 0
Electronic energy in eV: -30858.0309

Charge distribution, Löwdin scheme, values in e: number 1, C, carries -0.085; number 2, C, carries -0.175; number 3, C, carries -0.373; number 4, O, carries 0.089; number 5, C, carries -0.152; number 6, C, carries -0.031; number 7, C, carries 0.012; number 8, C, carries -0.171; number 9, C, carries -0.177; number 10, C, carries 0.057; number 11, H, carries 0.114; number 12, O, carries -0.104; number 13, C, carries -0.067; number 14, H, carries 0.102; number 15, H, carries 0.100; number 16, H, carries 0.098; number 17, O, carries -0.038; number 18, C, carries -0.075; number 19, C, carries -0.481; number 20, O, carries 0.067; number 21, N, carries 0.073; number 22, H, carries 0.136; number 23, C, carries -0.163; number 24, H, carries 0.118; number 25, H, carries 0.122; number 26, C, carries -0.137; number 27, C, carries -0.256; number 28, C, carries -0.057; number 29, C, carries -0.190; number 30, C, carries -0.202; number 31, C, carries -0.195; number 32, C, carries -0.154; number 33, H, carries 0.101; number 34, H, carries 0.124; number 35, H, carries 0.110; number 36, H, carries 0.110; number 37, H, carries 0.115; number 38, H, carries 0.107; number 39, H, carries 0.109; number 40, H, carries 0.118; number 41, H, carries 0.115; number 42, H, carries 0.113; number 43, H, carries 0.114; number 44, H, carries 0.136; number 45, H, carries 0.148; number 46, H, carries 0.121; number 47, H, carries 0.110; number 48, H, carries 0.116; number 49, H, carries 0.107; number 50, H, carries 0.074; number 51, H, carries 0.082; number 52, H, carries 0.067